[1]
A cluster of 2 separate species, C7H6F3NO3S in total at a distorted geometry. Source: the OMol25 dataset; level of theory: ωB97M-V with the def2-TZVPD basis set.

HOMO energy (spin up / spin down)   -6.5 / -9.4 eV
Max |F|   0.132 hartree/bohr
Spin multiplicity   3
Net charge   0

Each line ends with the Löwdin charge.
Positions of all 21 atoms, in Å:
C -1.7903 2.6368 -0.1934  -0.145
C -0.6527 1.8866 -0.2811  -0.131
C -2.5659 2.2574 0.8583  -0.329
C -0.4901 0.8482 0.5861  -0.365
C -0.1944 -1.6134 -0.7835  -0.009
C 0.4720 -0.1341 0.9849  -0.427
C 1.9373 0.1945 0.4713  -0.554
N 0.4875 -2.6151 -0.5156  -0.364
O 0.5075 -3.3893 0.4273  0.050
O 1.5240 -2.8071 -1.4859  0.038
O 0.3800 -0.9927 1.8795  0.052
F 2.1866 1.4178 0.9690  0.144
F 1.9866 0.2139 -0.9067  0.104
F 2.8754 -0.5881 0.9199  0.202
S -1.9861 0.7775 1.6029  1.042
H -1.9037 3.4401 -0.8714  0.111
H 0.0038 2.1893 -1.0883  0.126
H -3.4566 2.7067 1.0587  0.045
H -1.2538 -1.6136 -0.3431  0.152
H -0.1276 -1.2184 -1.8460  0.147
H 2.0603 -3.5971 -1.4430  0.111

Forces on the atoms, in the same order (eV/Å):
C 2.8 -0.7 -0.8
C 0.3 3.8 -4.3
C 0.3 -1.8 0.8
C -1.1 -3.5 4.2
C -5.4 2.8 -3.0
C 2.2 0.1 0.1
C -1.9 0.1 -0.4
N 3.9 -4.4 0.5
O -0.5 0.1 0.2
O -0.2 2.0 -1.3
O -0.7 1.1 -0.5
F 0.5 0.7 -0.6
F 0.3 0.5 1.1
F 0.3 -0.8 0.0
S 0.0 -0.1 0.2
H -0.6 0.8 -0.3
H 0.5 -0.6 0.2
H -2.4 0.8 1.0
H 2.0 0.2 -0.2
H 0.3 -0.4 1.8
H -0.4 -0.8 1.3

[2]
A structure of composition C5H21BeN10O6 at a distorted geometry. Source: the OMol25 dataset; level of theory: ωB97M-V with the def2-TZVPD basis set.

HOMO energy   -11.2 eV
Energy above the lowest of the compared OMol25 structures with the same formula, charge and spin   0.9857 eV
Max |F|   0.156 hartree/bohr
Net charge   +1

Each line ends with the Löwdin charge.
Positions of all 43 atoms, in Å:
Be -11.7892 20.3486 2.9794  1.211
O -13.4707 18.4282 3.3210  -0.362
H -14.3124 18.7300 3.7145  -0.039
C -12.0865 19.6162 6.3679  -0.729
O -11.8832 20.5611 5.6239  0.005
N -12.0196 19.8124 7.6405  0.186
N -12.2692 18.3397 6.0488  0.194
H -11.8042 18.9901 8.1861  0.126
H -11.9796 20.7058 8.1099  0.140
H -12.6512 17.9266 5.2100  0.064
H -12.4187 17.7837 6.8786  0.120
C -14.4904 20.4999 0.7609  -0.720
O -13.2894 20.2603 0.8113  -0.014
N -15.2349 19.9468 1.6797  0.174
N -15.1768 21.3264 -0.0485  0.201
H -16.2421 20.0112 1.6388  0.123
H -14.7945 19.1595 2.1340  0.037
H -16.1251 21.0072 -0.1862  0.126
H -14.5815 21.8170 -0.7005  0.127
C -10.4186 17.2869 3.5125  -0.784
O -10.3117 18.4952 3.7300  -0.005
N -9.3859 16.6927 2.9663  0.201
N -11.3874 16.5314 3.6313  0.207
H -8.5391 17.2335 2.8633  0.138
H -9.5490 15.7130 3.1501  0.129
H -11.4827 15.7328 3.0204  0.143
H -12.2039 17.1238 3.6810  0.049
C -14.8262 16.0440 1.0993  -0.803
O -15.2875 14.9928 0.6447  0.025
N -14.7494 17.1795 0.5200  0.192
N -14.0863 16.0040 2.1294  0.148
H -15.2589 17.4336 -0.3143  0.139
H -14.1620 17.7642 1.0972  0.067
H -13.6948 16.8708 2.4691  0.030
H -13.7106 15.0901 2.3388  0.128
C -17.6073 19.9536 4.4227  -0.769
O -18.0981 19.2059 3.5403  -0.006
N -18.1469 20.9429 4.9473  0.198
N -16.3541 19.7173 4.7979  0.158
H -17.7241 21.4627 5.7030  0.129
H -19.0823 21.2403 4.7092  0.143
H -15.7633 19.1964 4.1657  0.062
H -15.9361 20.2805 5.5247  0.108

Forces on the atoms, in the same order (eV/Å):
Be -1.9 -4.0 1.7
O 0.8 1.7 0.1
H 1.2 -0.3 0.1
C 0.4 -0.5 -1.9
O -0.2 2.1 -3.7
N 0.2 0.0 4.6
N -0.4 -2.0 0.5
H -0.2 0.5 0.5
H 0.3 -0.1 -0.6
H 0.1 1.0 -0.2
H -0.2 -0.3 -0.5
C -1.5 0.5 1.1
O 3.8 0.9 -0.3
N -1.9 -1.1 1.4
N 1.3 -0.1 -0.4
H 0.0 -0.2 0.4
H -0.3 0.1 0.1
H 0.1 0.8 -0.7
H -0.8 0.0 -0.5
C 5.5 3.2 -2.3
O -1.5 4.1 0.3
N 1.5 -1.2 -0.3
N -7.2 -2.8 1.3
H 0.2 -0.8 0.1
H 2.1 -0.3 -0.7
H 0.0 0.1 0.2
H -1.1 -0.4 0.1
C -2.0 -5.9 -3.6
O -0.9 0.5 -0.3
N -0.4 4.6 -1.9
N 3.4 -0.9 5.6
H 0.2 0.0 0.4
H -0.3 1.0 -1.5
H 0.2 -0.4 0.6
H -0.3 0.3 0.4
C 1.1 -6.1 -5.1
O 0.2 1.3 0.7
N -3.9 6.0 3.3
N 2.8 -0.3 1.3
H 0.0 -0.1 -0.3
H 0.1 -0.4 0.0
H -0.7 0.1 0.6
H 0.3 -0.2 -0.3

[3]
A cluster of 2 separate species, C7H14N in total at a distorted geometry. Source: the OMol25 dataset; level of theory: ωB97M-V with the def2-TZVPD basis set.

HOMO energy   -14.4 eV
Energy above the lowest of the compared OMol25 structures with the same formula, charge and spin   3.3244 eV
Max |F|   0.071 hartree/bohr
Net charge   +1

Each line ends with the Löwdin charge.
Positions of all 22 atoms, in Å:
C 2.7871 0.2896 -1.2538  0.137
C 1.4663 -0.7777 0.5121  0.134
C -0.8061 -1.5365 -1.2216  -0.044
C -0.8677 1.5017 -0.4594  -0.034
C -0.8738 0.7106 1.9607  -0.091
C -0.5689 -1.0530 0.2062  -0.063
C -1.1851 0.3055 0.5816  -0.411
N 2.2526 -0.2771 -0.2955  0.046
H 3.0876 1.3501 -1.2235  0.139
H 3.2198 -0.2737 -1.9678  0.079
H 1.8235 -1.1824 1.4177  0.111
H -1.4274 -2.4016 -1.2031  0.084
H -1.4607 -0.8533 -1.8338  0.111
H 0.0910 -1.7053 -1.6739  0.045
H -0.0118 2.0939 0.0206  0.100
H -0.6241 1.1141 -1.4427  0.048
H -1.7719 2.1191 -0.6352  0.090
H -1.0221 1.7650 2.2956  0.113
H 0.1200 0.3705 2.1519  0.050
H -1.4650 0.1789 2.7203  0.098
H -0.5055 -1.8288 0.9191  0.104
H -2.2577 0.0906 0.4242  0.154

Forces on the atoms, in the same order (eV/Å):
C 0.8 2.7 1.4
C -2.5 0.0 -1.4
C -2.9 1.9 1.3
C 0.4 -0.6 1.5
C -0.8 0.3 2.4
C 2.1 2.3 -1.3
C -0.6 0.2 -2.5
N -1.6 -0.3 0.9
H -0.7 -0.4 0.1
H 1.2 -2.0 -2.6
H 0.6 -0.5 1.0
H 0.0 -1.2 0.2
H 1.1 -0.2 0.7
H 2.3 -0.7 -1.6
H -1.2 -0.6 -1.1
H 0.4 0.0 -0.1
H 0.7 -0.2 0.6
H 0.4 -0.6 -1.0
H 1.0 0.4 0.5
H 0.0 -0.2 -0.3
H -0.5 -0.6 1.0
H 0.1 0.0 0.3

[4]
The molecule C13H25F2NO3S at a distorted geometry. Source: the OMol25 dataset; level of theory: ωB97M-V with the def2-TZVPD basis set.

SMILES   CCCCCCCCCCCN(CC(=O)F)S(=O)(=O)F
HOMO energy   -10.2 eV
Energy above the lowest of the compared OMol25 structures with the same formula, charge and spin   9.6277 eV
Max |F|   0.197 hartree/bohr
Net charge   0

Each line ends with the Löwdin charge.
Positions of all 45 atoms, in Å:
C -2.9348 -1.0392 -3.2573  -0.150
C -1.5827 -1.8653 -3.7217  -0.260
C -0.3270 -0.8989 -4.1598  -0.217
C 0.5269 -0.5771 -2.7772  -0.211
C -0.0525 0.8193 -2.0617  -0.212
C 1.0442 1.4530 -0.9980  -0.222
C 0.6551 2.9608 -0.4572  -0.210
C 0.7623 3.0428 1.1971  -0.212
C -0.4495 2.1036 1.8640  -0.212
C -0.1125 1.5873 3.3827  -0.183
C 0.8376 0.2549 3.4723  -0.198
N 0.5610 -0.7753 2.3566  -0.252
C 1.8557 -1.5923 2.3201  -0.126
C 1.8111 -2.8764 1.3027  -0.149
O 1.3741 -2.8688 0.0364  0.024
F 2.3263 -4.1839 1.8562  -0.034
S -0.8263 -1.7631 2.7524  0.923
O -0.5615 -2.6500 4.0314  -0.335
O -2.1097 -0.9222 3.1247  -0.331
F -1.3518 -2.7770 1.4271  -0.225
H -3.0958 -0.0325 -3.8660  0.082
H -3.8540 -1.7681 -3.4482  0.078
H -2.9402 -0.7760 -2.1114  0.064
H -1.2350 -2.5341 -2.8193  0.102
H -1.8280 -2.5862 -4.6348  0.108
H -0.7537 0.1147 -4.5738  0.097
H 0.3456 -1.3831 -5.0058  0.111
H 0.4571 -1.4423 -1.9722  0.092
H 1.6922 -0.4356 -2.9788  0.110
H -0.2833 1.5943 -2.9379  0.118
H -1.0635 0.5011 -1.5241  0.105
H 2.1227 1.4328 -1.5051  0.116
H 1.0990 0.6922 -0.0858  0.095
H -0.4614 3.1527 -0.7787  0.115
H 1.3846 3.8113 -0.8619  0.116
H 1.7734 2.6383 1.6258  0.102
H 0.6031 4.1735 1.5434  0.118
H -0.8091 1.2532 1.1375  0.101
H -1.3758 2.8494 1.9640  0.124
H 0.4528 2.4602 3.9433  0.127
H -1.1205 1.3500 3.9440  0.112
H 1.9862 0.5454 3.4347  0.143
H 0.6175 -0.2856 4.4879  0.135
H 2.7007 -0.8630 1.8951  0.166
H 2.1394 -1.8946 3.4374  0.157

Forces on the atoms, in the same order (eV/Å):
C -0.3 -0.5 -0.2
C 0.1 0.0 -0.4
C -0.1 -0.1 1.1
C 0.5 0.9 0.3
C 0.4 -0.5 -0.4
C 0.1 -0.6 -0.1
C 0.5 -0.2 0.8
C -1.1 -0.5 0.0
C -0.5 1.4 0.1
C -0.2 0.0 -0.3
C -0.8 1.0 1.3
N 0.8 -1.3 -0.3
C 1.1 -0.8 0.2
C -2.0 -1.6 -6.4
O 3.3 0.0 9.6
F -1.5 4.3 -1.4
S -5.8 -0.8 7.1
O 0.3 2.5 -5.9
O 5.5 -2.4 -3.0
F 2.0 2.4 2.5
H 0.4 -2.2 1.2
H 1.8 1.7 0.4
H 0.2 -0.5 -2.3
H -0.7 1.2 -1.9
H 0.3 1.6 2.0
H 0.9 -2.0 0.7
H -1.4 0.9 1.9
H 0.0 1.7 -1.9
H -2.5 -0.2 0.2
H 0.4 -1.6 2.0
H 2.1 1.0 -1.0
H -2.4 0.2 1.0
H -0.1 1.6 -1.8
H 2.3 -0.1 0.7
H -1.7 -2.0 0.5
H -1.6 0.9 -1.1
H 0.5 -2.5 -0.7
H 1.0 1.5 1.5
H 1.9 -1.7 -0.2
H -1.2 -1.8 -1.0
H 2.1 0.5 -1.2
H -2.5 -0.8 -0.2
H 0.7 1.1 -1.7
H -2.0 -1.7 0.8
H -0.5 0.2 -2.6

[5]
A cluster of 7 separate species, C24H42FO15S3 in total at a distorted geometry. Source: the OMol25 dataset; level of theory: ωB97M-V with the def2-TZVPD basis set.

HOMO energy   -7.0 eV
Energy above the lowest of the compared OMol25 structures with the same formula, charge and spin   2.2061 eV
Max |F|   0.255 hartree/bohr
Net charge   -1

Each line ends with the Löwdin charge.
Positions of all 85 atoms, in Å:
F -0.7473 0.1642 -0.1281  -0.576
C -3.1717 3.2236 -1.0500  0.030
C -2.9410 2.4684 0.3564  -0.246
C -1.5550 2.8740 0.8713  -0.114
O -1.8410 3.8958 1.7767  0.041
C -3.1460 4.1372 1.9648  -0.528
O -3.6177 4.9020 2.7565  0.148
O -3.7643 3.1016 1.3038  0.068
H -4.0396 2.8106 -1.4671  0.049
H -2.0967 3.0061 -1.6175  0.133
H -3.2940 4.2211 -1.0971  0.025
H -3.0658 1.5715 0.2476  0.027
H -0.5701 2.6552 0.5907  0.069
H -1.1737 2.1709 1.8182  0.176
C -1.9884 0.0811 -4.2857  -0.053
C -0.6100 0.5791 -3.9441  -0.470
C 0.1846 -0.2432 -2.9439  -0.099
O 1.3137 -0.6833 -3.6757  0.069
C 1.2700 -0.1412 -4.9051  -0.499
O 2.1511 -0.2167 -5.7780  0.099
O 0.1385 0.5688 -5.0250  0.103
H -2.5370 0.5803 -5.2935  0.151
H -2.6608 0.4336 -3.4212  0.095
H -1.7636 -0.9748 -4.4028  0.074
H -1.0666 1.6285 -3.5148  0.174
H -0.3088 -1.0842 -2.5770  0.100
H 0.4677 0.6428 -2.2163  0.137
C -2.9993 -1.4272 2.5379  -0.014
C -3.7742 -1.3807 1.2372  -0.305
C -3.0147 -1.9385 -0.0043  -0.070
O -3.7381 -3.1114 -0.1748  0.085
C -4.8236 -3.1610 0.5561  -0.581
O -5.6981 -4.0550 0.3888  0.068
O -4.9768 -2.1256 1.3197  0.134
H -2.9640 -2.4062 2.9791  0.069
H -3.5253 -0.8412 3.4078  0.119
H -1.9087 -1.0577 2.3435  0.105
H -4.0391 -0.4608 0.9499  0.098
H -2.0856 -2.2778 0.4738  0.125
H -3.1985 -1.2063 -0.6520  0.089
C 3.5627 2.6291 -0.6299  -0.215
C 2.0848 2.6158 -0.2553  -0.260
C 1.5412 3.7252 -1.0410  -0.263
S 2.4209 3.9479 -2.5614  0.596
O 3.0115 5.1622 -2.5752  -0.266
O 1.6751 3.4228 -3.7180  -0.332
C 3.7087 2.7648 -2.1998  -0.198
H 3.7825 1.6427 -0.4375  0.068
H 4.0584 3.5178 -0.1607  0.140
H 1.9518 2.6518 0.7950  0.077
H 1.5739 1.4443 -0.4556  0.184
H 1.7655 4.7401 -0.6482  0.123
H 0.4658 3.4841 -1.3044  0.113
H 4.6196 3.3112 -2.4007  0.085
H 3.6816 1.7979 -2.8013  0.132
C 1.7862 -4.0275 1.0085  -0.182
C 0.9998 -3.4028 -0.1745  -0.185
C 0.0710 -4.4331 -0.8343  -0.219
S 1.0005 -5.8865 -0.7382  0.622
O 1.7867 -6.0036 -1.9528  -0.320
O 0.2332 -6.8867 -0.2025  -0.259
C 2.2844 -5.2779 0.3572  -0.253
H 1.1254 -4.4558 2.0160  0.185
H 2.5874 -3.5695 1.4839  0.070
H 1.6927 -3.1673 -0.8288  0.065
H 0.4179 -2.5193 0.1471  0.110
H -0.2289 -4.1943 -1.8635  0.125
H -0.8394 -4.4616 -0.3138  0.081
H 3.0673 -5.0913 -0.1145  0.014
H 2.5067 -6.2156 0.9144  0.127
C 2.7048 -0.3098 2.5946  -0.168
C 1.2026 -0.3912 2.6835  -0.224
C 0.7910 -0.0056 4.1462  -0.187
S 1.7973 1.4288 4.4339  0.571
O 2.3123 1.4954 5.7419  -0.302
O 1.0854 2.5646 4.0280  -0.286
C 3.0966 1.0927 3.3271  -0.210
H 2.9894 -0.1799 1.5583  0.098
H 3.0808 -1.1330 3.1881  0.107
H 0.7392 -1.2729 2.5222  0.062
H 0.7873 0.3985 2.0445  0.096
H 1.0363 -0.8264 4.7875  0.104
H -0.1888 0.0844 4.2326  0.049
H 4.0056 0.9686 3.9609  0.102
H 3.3447 1.8973 2.5342  0.121

Forces on the atoms, in the same order (eV/Å):
F -0.1 0.1 0.1
C 4.4 -4.7 0.3
C 3.2 12.7 -1.2
C -0.8 -4.5 5.7
O 0.7 4.5 -0.1
C 1.1 -2.4 0.4
O 0.0 -0.4 -1.2
O -2.3 0.4 0.9
H -0.9 -0.9 -1.3
H -3.1 0.2 0.8
H -0.2 3.6 0.8
H -1.6 -9.8 -0.7
H 1.2 1.3 -2.3
H -1.6 -0.3 -2.1
C -2.2 0.9 -1.1
C -5.0 2.6 3.0
C 0.8 4.2 1.2
O 0.7 -0.1 -0.8
C 2.8 0.3 -2.0
O -2.9 -0.1 2.8
O 2.6 0.9 -4.1
H 2.0 -1.4 2.6
H 0.7 -1.4 -1.2
H -1.5 -0.6 -0.2
H 2.9 -1.4 -0.9
H -0.8 -1.0 1.2
H -0.2 -2.9 -0.5
C 0.6 2.0 1.4
C 1.7 -1.6 1.4
C 0.2 -2.5 6.4
O 0.1 -1.8 -1.8
C -4.8 -4.5 -2.1
O 3.0 2.7 1.0
O 0.0 0.6 1.0
H 0.2 -0.9 -0.3
H 1.1 -0.5 -1.8
H -2.0 -0.4 0.4
H -1.1 3.8 -0.3
H 0.6 1.0 -1.7
H 0.7 2.2 -3.8
C -0.5 1.1 -1.5
C -0.2 -3.7 -1.2
C -3.1 1.2 -0.7
S -3.0 -9.4 -2.5
O 2.8 7.5 -0.2
O 0.4 1.1 1.4
C 0.0 -0.6 0.9
H 2.2 -1.8 1.2
H 0.0 -1.3 0.0
H -0.2 0.7 1.1
H 1.2 3.5 0.0
H -0.9 -0.6 0.6
H 1.0 1.1 0.3
H 0.3 -0.1 -0.3
H -0.3 1.3 0.9
C -3.9 -3.5 2.4
C -3.4 0.2 4.0
C 0.3 1.6 -0.3
S 4.6 4.0 -2.9
O -0.9 -0.8 -0.4
O -2.7 -4.4 2.0
C -6.1 -3.7 4.7
H 1.1 1.6 -2.9
H 1.3 1.7 0.3
H 3.4 1.7 -3.4
H 0.4 -0.1 -0.4
H 0.6 -0.1 0.1
H -1.2 -0.6 1.0
H 6.6 1.6 -4.9
H -0.1 0.9 0.5
C -0.2 1.9 1.1
C 0.0 4.1 1.5
C 4.7 -1.2 -1.8
S -0.7 -0.5 0.2
O 1.1 -0.7 2.4
O -1.7 2.3 -1.6
C 2.0 -1.3 -2.1
H 0.5 -0.8 -0.1
H 0.8 -0.2 -0.4
H -1.1 -3.0 -1.3
H -0.3 -0.5 -0.3
H 0.7 -0.4 0.7
H -4.4 1.4 0.4
H -0.6 0.1 -0.5
H -0.9 -1.1 1.5

[6]
The molecule C4H6N4 at a distorted geometry. Source: the OMol25 dataset; level of theory: ωB97M-V with the def2-TZVPD basis set.

SMILES   N[C@H]1Cn2nncc21
HOMO energy   -9.2 eV
Energy above the lowest of the compared OMol25 structures with the same formula, charge and spin   6.1749 eV
Max |F|   0.160 hartree/bohr
Net charge   0

Each line ends with the Löwdin charge.
Positions of all 14 atoms, in Å:
N 1.8723 0.9937 -0.8232  0.028
C 0.4995 1.3898 -0.6744  -0.192
C -0.4294 0.2063 -1.5864  0.010
N -0.7723 -0.1794 -0.1970  -0.206
N -0.9187 -1.5844 0.0764  0.067
N -0.5627 -1.5508 1.4413  -0.015
C -0.0778 -0.2310 1.7023  -0.130
C -0.1922 0.6787 0.5800  -0.141
H 2.5172 1.7411 -0.4393  0.118
H 1.9534 0.0436 -0.6591  0.051
H 0.1454 2.3638 -1.1497  0.146
H 0.0236 -0.6875 -2.1410  0.143
H -1.2200 0.6233 -1.9350  0.023
H 0.4494 -0.1010 2.7125  0.099

Forces on the atoms, in the same order (eV/Å):
N -0.3 5.1 -0.3
C -1.2 -1.9 -2.9
C 5.5 -1.5 4.7
N -1.9 -6.0 -5.2
N 0.8 5.1 4.7
N 0.6 3.1 -3.0
C 1.1 -1.0 2.2
C 0.5 -2.4 2.1
H -0.7 -2.2 -0.3
H 1.1 -1.8 0.8
H 1.1 -0.9 1.6
H -0.4 1.8 0.7
H -4.9 2.5 -3.3
H -1.2 0.0 -1.7